2 unconnected molecules or ions with the total composition CH5NO2 in a non-equilibrium geometry, computed with wB97M-V/def2-TZVPD.

Output
SMILES ... O=CO.N
ΔE to the lowest compared entry with this formula, charge and spin ... 36.44 kJ/mol
Multiplicity ... 1
E_LUMO ... 0.0134 Eh
Orbital gap ... 0.3703 hartree

Each line ends with the Löwdin charge.
Positions of all 9 atoms, in Å:
O: 2.6708 1.3529 -0.2551  0.05
C: 1.5265 1.0246 -0.1474  -0.48
O: 1.0107 -0.0949 -0.5938  0.00
H: 0.7849 1.6900 0.3472  0.13
H: 0.0600 -0.3095 -0.1690  0.02
N: -1.3114 -0.7786 0.1652  0.08
H: -1.8207 -0.3811 0.9322  0.06
H: -1.0206 -1.7199 0.3708  0.07
H: -1.9003 -0.7835 -0.6501  0.07


A molecular structure, C17H13BrN2O6Y in a non-equilibrium geometry, computed with wB97M-V/def2-TZVPD.

Output
ΔE to the lowest compared entry with this formula, charge and spin ... 89.97 kJ/mol
Total charge ... -1
Multiplicity ... 1
E_LUMO ... 0.0331 Eh
Orbital gap ... 0.2118 hartree

Each line ends with the Löwdin charge.
Positions of all 40 atoms, in Å:
C: -2.0709 -0.4776 -2.7103  -0.29
C: -2.1370 -1.0358 -1.3922  -0.16
C: -2.1067 0.0431 -0.4578  -0.15
H: -2.2522 -2.0852 -1.1598  0.10
C: -1.9909 1.2625 -1.1919  -0.16
C: -2.0128 0.9653 -2.5729  -0.27
H: -2.0787 1.7226 -3.3804  0.09
H: -2.1566 -1.0574 -3.6286  0.09
H: -2.3065 -0.0348 0.6055  0.09
H: -1.9450 2.2570 -0.7587  0.09
Y: 0.3058 -0.0727 -2.4478  1.14
Br: 1.2586 -2.4795 -2.2826  0.10
C: 1.7191 0.8333 -4.1788  -0.26
C: 0.5345 1.5993 -4.3793  -0.21
C: -0.4651 0.7226 -4.9115  -0.20
H: 0.3944 2.6714 -4.1802  0.11
C: 0.0690 -0.5999 -4.9353  -0.22
C: 1.4439 -0.5243 -4.5558  -0.32
H: 2.1135 -1.3888 -4.4388  0.04
H: 2.6699 1.1908 -3.7434  0.11
H: -1.4090 1.0192 -5.3513  0.11
H: -0.4460 -1.4919 -5.2952  0.11
O: 0.9094 0.6387 -0.0276  -0.14
C: 0.6041 -0.3127 0.7962  -0.62
O: 0.1834 -1.4427 0.4442  -0.09
C: 0.6490 -0.0871 2.3238  -0.07
C: 1.6650 0.6113 2.9950  0.10
C: 1.7709 0.5385 4.4133  -0.13
C: 0.7567 -0.0902 5.1458  0.08
C: -0.3228 -0.7015 4.4964  -0.12
C: -0.3320 -0.7388 3.0900  0.09
N: -1.3848 -1.2814 5.2820  -0.31
O: -1.2401 -1.2294 6.5280  0.04
O: -2.3917 -1.7805 4.7417  0.07
N: 2.9492 0.9571 5.0991  -0.32
O: 3.8582 1.5399 4.4730  0.06
O: 3.0414 0.7000 6.3242  0.04
H: 2.4036 1.1488 2.4099  0.13
H: 0.8298 -0.1875 6.2375  0.13
H: -1.0807 -1.3217 2.5745  0.13


A gas-phase ion, C4H8N3O (charge +1) in a non-equilibrium geometry, computed with wB97M-V/def2-TZVPD.

Output
SMILES ... C/N=[NH+]\CCN=C=O
ΔE to the lowest compared entry with this formula, charge and spin ... 443.06 kJ/mol
Total charge ... +1
Multiplicity ... 1
E_LUMO ... -0.2156 Eh
Orbital gap ... 0.3057 hartree

Each line ends with the Löwdin charge.
Positions of all 16 atoms, in Å:
C: 1.9422 0.5820 0.6700  -0.04
N: 0.7958 0.2373 1.4134  0.07
N: -0.3887 0.1288 1.0559  0.04
C: -0.9681 0.2841 -0.2708  -0.11
C: -1.7619 -0.9898 -0.6217  -0.20
N: -3.0970 -0.7689 -0.3262  0.10
C: -4.2722 -0.9371 -0.4163  -0.31
O: -5.4064 -0.8866 -0.4760  0.23
H: 1.9666 1.7089 0.5329  0.15
H: 1.8667 0.2689 -0.3789  0.10
H: 2.7124 0.2097 1.4279  0.14
H: -1.1516 -0.1361 1.7518  0.22
H: -0.2082 0.6399 -1.0076  0.13
H: -1.7446 1.1221 -0.2057  0.17
H: -1.7074 -1.2756 -1.7229  0.16
H: -1.2429 -1.7795 -0.0565  0.13


3 unconnected molecules or ions with the total composition C4H14NO3 in a non-equilibrium geometry, computed with wB97M-V/def2-TZVPD.

Output
ΔE to the lowest compared entry with this formula, charge and spin ... 152.56 kJ/mol
Multiplicity ... 2
E_LUMO (alpha / beta) ... 0.0251 / -0.1018 Eh
<S²> ... 0.760
Orbital gap (alpha / beta) ... 0.4137 / 0.2775 hartree

Each line ends with the Löwdin charge.
Positions of all 22 atoms, in Å:
C: 0.8699 -1.4959 -1.3055  -0.06
C: 0.2913 -1.2165 0.0824  -0.44
C: 1.4104 -1.1235 1.1480  -0.04
N: -0.6627 -0.1253 0.0833  0.02
C: -0.2356 1.2166 -0.6006  -0.31
O: 0.8574 1.6423 0.0092  0.00
H: 1.6102 -0.7928 -1.6885  0.09
H: 1.1874 -2.5351 -1.2895  0.08
H: 0.0789 -1.4163 -2.0607  0.08
H: -0.2426 -2.1421 0.3196  0.14
H: 1.8342 -0.1225 1.1709  0.07
H: 1.1010 -1.4586 2.1348  0.08
H: 2.1615 -1.8078 0.7465  0.08
H: -0.9269 0.2084 1.0092  0.13
H: -0.1386 0.8768 -1.6334  0.12
H: -1.1317 1.7905 -0.3492  0.12
H: -3.2235 0.5920 -0.8974  0.02
H: -2.2034 -0.5339 -0.9355  -0.01
O: -3.0645 -0.2603 -1.3084  -0.08
H: 0.2947 2.7693 2.5431  0.03
H: 0.2828 2.7674 1.0327  -0.05
O: -0.1501 3.1672 1.7892  -0.07


C21H27N3O5S in the gas phase, computed with wB97M-V/def2-TZVPD.

Output
SMILES ... COC(=O)C1=C(C)NC(=S)N[C@H]1c1ccc(OCC(=O)N2CCCCC2)c(OC)c1
ΔE to the lowest compared entry with this formula, charge and spin ... 100.15 kJ/mol
Multiplicity ... 1
E_LUMO ... 0.0166 Eh
Orbital gap ... 0.3038 hartree

Each line ends with the Löwdin charge.
Positions of all 57 atoms, in Å:
C: -5.0335 -2.8577 0.4834  -0.04
O: -4.4871 -1.6513 -0.0217  -0.06
C: -4.5861 -0.5783 0.7923  -0.43
O: -5.1384 -0.6485 1.8689  0.09
C: -3.9695 0.6070 0.1999  -0.03
C: -4.0266 1.8377 0.7634  -0.21
C: -4.7000 2.2014 2.0428  0.01
N: -3.4322 2.9022 0.1271  0.06
C: -2.9121 2.8485 -1.1357  -0.91
S: -2.3439 4.2214 -1.8483  0.60
N: -2.9516 1.6616 -1.7530  0.07
C: -3.1813 0.3919 -1.0795  -0.20
C: -1.8688 -0.2990 -0.7617  -0.17
C: -0.8717 0.3689 -0.0769  -0.01
C: 0.3278 -0.2640 0.2110  0.01
C: 0.5438 -1.5768 -0.1684  -0.19
O: 1.6640 -2.3056 0.0942  -0.01
C: 2.8105 -1.6388 0.5453  -0.10
C: 3.3397 -0.6522 -0.5112  -0.42
O: 2.7769 -0.5192 -1.5779  0.09
N: 4.4641 0.0242 -0.1911  -0.06
C: 5.1699 0.0044 1.0690  -0.15
C: 5.0091 1.3516 1.7797  -0.17
C: 5.5191 2.4738 0.8786  -0.21
C: 4.7994 2.4270 -0.4672  -0.17
C: 4.9571 1.0446 -1.0984  -0.14
C: -0.4791 -2.2710 -0.8524  -0.18
O: -0.2008 -3.5648 -1.1670  -0.06
C: -1.1647 -4.2994 -1.8773  -0.08
C: -1.6611 -1.6187 -1.1516  0.04
H: -6.0517 -2.6951 0.8429  0.10
H: -4.4254 -3.2308 1.3105  0.10
H: -5.0278 -3.5655 -0.3421  0.09
H: -5.4633 2.9565 1.8573  0.10
H: -3.9694 2.6194 2.7347  0.10
H: -5.1570 1.3281 2.4938  0.07
H: -3.4767 3.8193 0.5491  0.13
H: -2.4895 1.6164 -2.6494  0.14
H: -3.7623 -0.2413 -1.7606  0.15
H: -1.0114 1.3946 0.2295  0.12
H: 1.0952 0.2931 0.7244  0.11
H: 3.5466 -2.4316 0.7075  0.14
H: 2.6193 -1.1215 1.4965  0.13
H: 4.8177 -0.8091 1.7000  0.11
H: 6.2332 -0.1650 0.8581  0.13
H: 5.5604 1.3356 2.7208  0.11
H: 3.9531 1.5154 2.0050  0.11
H: 5.3590 3.4409 1.3576  0.11
H: 6.5933 2.3503 0.7214  0.11
H: 5.2032 3.1826 -1.1416  0.11
H: 3.7368 2.6324 -0.3246  0.12
H: 4.3837 0.9691 -2.0230  0.12
H: 6.0132 0.8450 -1.3108  0.13
H: -0.7338 -5.2895 -2.0183  0.10
H: -2.1000 -4.3891 -1.3137  0.09
H: -1.3720 -3.8538 -2.8559  0.10
H: -2.4473 -2.1272 -1.6854  0.11


Number 1: calculated total energy -6703.3343 eV. Number 2: calculated total energy -104189.8306 eV. Number 3: calculated total energy -10785.7089 eV. Number 4: calculated total energy -12004.9230 eV. Number 5: calculated total energy -47758.9075 eV.